{"formula": "C48H60F12MnN12P2", "method": "ωB97M-V with the def2-TZVPD basis set", "energy_ha": -5554.623695, "homo_energy_ev": [-8.0, -8.0], "gap_ev": [8.35, 8.11], "multiplicity": 6, "elements": ["Mn", "P", "F", "F", "F", "F", "F", "F", "P", "F", "F", "F", "F", "F", "F", "N", "C", "C", "C", "C", "H", "H", "H", "H", "H", "N", "C", "C", "C", "C", "H", "H", "H", "H", "H", "N", "C", "C", "C", "C", "H", "H", "H", "H", "H", "N", "C", "C", "C", "C", "H", "H", "H", "H", "H", "N", "C", "C", "C", "C", "H", "H", "H", "H", "H", "N", "C", "C", "C", "C", "H", "H", "H", "H", "H", "N", "C", "C", "C", "C", "H", "H", "H", "H", "H", "N", "C", "C", "C", "C", "H", "H", "H", "H", "H", "N", "C", "C", "C", "C", "H", "H", "H", "H", "H", "N", "C", "C", "C", "C", "H", "H", "H", "H", "H", "N", "C", "C", "C", "C", "H", "H", "H", "H", "H", "N", "C", "C", "C", "C", "H", "H", "H", "H", "H"], "positions_angstrom": [[2.06870, 0.82539, 2.75688], [0.48618, -0.46486, 0.26012], [-0.07214, 0.45207, -0.93432], [1.46588, 0.87066, 0.65720], [-0.67944, 0.28365, 1.13390], [1.08801, -1.15592, 1.64053], [-0.48851, -1.69674, 0.00417], [1.64466, -1.14961, -0.56253], [1.87550, 4.05553, 3.68517], [0.78016, 3.53780, 4.75649], [2.92558, 2.85247, 4.11771], [1.38475, 2.80226, 2.47452], [2.91640, 4.45284, 2.50544], [0.82577, 5.06352, 3.04272], [2.51762, 5.09526, 4.70055], [-1.63740, 1.04028, -4.71050], [-0.95057, 1.32419, -5.86910], [0.28909, 1.76505, -5.54670], [0.43431, 1.60798, -4.16035], [-0.69335, 1.09779, -3.70752], [-2.57396, 0.78416, -4.48151], [-1.49800, 1.37189, -6.80563], [0.96735, 2.17664, -6.26481], [1.28372, 1.79017, -3.55713], [-0.92544, 0.87666, -2.67607], [2.77633, -3.68249, -0.76955], [4.10897, -3.95231, -0.73034], [4.40778, -4.62377, 0.47029], [3.15482, -4.80830, 1.08040], [2.18843, -4.20377, 0.33959], [2.37810, -3.17979, -1.54673], [4.69527, -3.77505, -1.63146], [5.35795, -5.00640, 0.79039], [2.91376, -5.37388, 1.99375], [1.14684, -4.06847, 0.66060], [-4.54145, -3.21447, -0.47604], [-5.20199, -4.18822, 0.24308], [-4.67523, -5.42636, -0.00697], [-3.56465, -5.14692, -0.89182], [-3.56539, -3.80873, -1.21274], [-4.79149, -2.24705, -0.32810], [-6.01073, -3.83718, 0.87265], [-5.01274, -6.30701, 0.44593], [-2.86561, -5.87421, -1.32342], [-2.83951, -3.30873, -1.89116], [3.04654, 4.83444, -0.46762], [3.37908, 3.63421, -1.01410], [3.76942, 3.77417, -2.33446], [3.54896, 5.13736, -2.61550], [3.16367, 5.74445, -1.50139], [2.66816, 4.96305, 0.45528], [3.27927, 2.73152, -0.40256], [4.25097, 3.03877, -2.98124], [3.78543, 5.58912, -3.56201], [3.06302, 6.84530, -1.28037], [-2.09420, 3.78416, 2.87605], [-2.41567, 2.60654, 2.30014], [-3.33649, 1.94724, 3.11294], [-3.64306, 2.88068, 4.17349], [-2.74820, 3.93727, 4.08380], [-1.25457, 4.29892, 2.51917], [-1.87141, 2.25143, 1.44857], [-3.77254, 0.98166, 2.93849], [-4.28689, 2.66819, 5.00336], [-2.68708, 4.96193, 4.41480], [4.17937, -0.85864, 1.09191], [4.59908, 0.39368, 0.99340], [4.64818, 0.86923, 2.30519], [4.23769, -0.22876, 3.14514], [3.96457, -1.32071, 2.34867], [4.06298, -1.49683, 0.27487], [4.79335, 0.77178, -0.00434], [4.86228, 1.87356, 2.56294], [4.37871, -0.17755, 4.23379], [3.75495, -2.34115, 2.63268], [-3.26249, -3.10703, 2.34701], [-3.31253, -3.93613, 3.38985], [-3.80345, -3.10022, 4.45496], [-4.01674, -1.79625, 3.97075], [-3.64720, -1.86006, 2.64873], [-3.00645, -3.47652, 1.48052], [-3.14098, -4.99768, 3.18058], [-4.06467, -3.57823, 5.39178], [-4.36786, -0.95517, 4.50729], [-3.56072, -1.04747, 1.94253], [-1.42231, 3.90176, -2.11550], [-2.67406, 3.89437, -1.54115], [-2.70803, 4.80338, -0.53338], [-1.42402, 5.38067, -0.42088], [-0.68598, 4.81609, -1.44512], [-1.09463, 3.24571, -2.78493], [-3.47158, 3.28188, -1.97855], [-3.66905, 5.10950, -0.07790], [-1.05927, 6.11813, 0.30037], [0.34444, 5.01849, -1.60115], [3.87327, -1.60740, -3.47088], [4.22347, -0.70820, -2.54789], [5.61082, -0.51415, -2.61234], [6.12894, -1.40912, -3.59895], [5.00972, -2.03378, -4.09185], [2.94261, -1.89604, -3.72178], [3.46977, -0.24818, -1.92117], [6.09462, 0.16765, -1.99727], [7.11622, -1.54910, -3.88863], [4.97786, -2.89324, -4.76467], [-0.86235, -0.97273, 4.20577], [-0.35612, 0.26267, 4.18611], [0.99744, 0.23270, 4.54339], [1.29136, -1.14002, 4.76212], [0.15205, -1.84854, 4.52289], [-1.86965, -1.25694, 4.03142], [-0.93901, 1.15561, 3.92340], [1.51088, 1.13774, 4.91534], [2.20167, -1.52679, 5.16768], [-0.04912, -2.89724, 4.60151], [-0.13455, -2.04143, -3.15742], [0.15387, -2.01796, -4.52334], [0.37466, -3.29731, -4.92300], [0.24072, -4.11864, -3.79680], [-0.16538, -3.31181, -2.74582], [-0.45087, -1.28552, -2.60114], [0.36652, -1.06054, -4.99641], [0.63999, -3.56759, -5.93410], [0.16157, -5.17582, -3.69177], [-0.49785, -3.60167, -1.78699], [-4.88810, 0.99700, -0.17670], [-6.14130, 0.75692, -0.66402], [-6.01878, -0.04765, -1.76646], [-4.62419, -0.31131, -1.88444], [-3.90822, 0.34224, -0.90058], [-4.62918, 1.47814, 0.68059], [-6.97361, 1.30110, -0.23835], [-6.80389, -0.36615, -2.44244], [-4.13708, -1.01775, -2.54353], [-2.86110, 0.45459, -0.56598]], "lowdin_spin": [4.7084, 0.0012, 0.0008, 0.0333, 0.0021, 0.0228, 0.0004, 0.0004, 0.0016, 0.0001, 0.0176, 0.0464, 0.0005, 0.0010, 0.0004, 0.0000, 0.0000, 0.0000, 0.0000, 0.0000, 0.0000, 0.0000, 0.0000, 0.0000, 0.0000, 0.0000, 0.0001, 0.0000, 0.0000, 0.0000, 0.0000, 0.0000, 0.0000, 0.0000, 0.0000, 0.0000, 0.0000, 0.0000, 0.0000, 0.0000, 0.0000, 0.0000, 0.0000, 0.0000, 0.0000, 0.0000, 0.0000, 0.0000, 0.0000, 0.0000, 0.0000, 0.0000, 0.0000, 0.0000, 0.0000, 0.0000, 0.0000, 0.0000, 0.0000, 0.0000, 0.0000, 0.0000, 0.0000, 0.0000, 0.0000, 0.0157, 0.0242, 0.0035, 0.0030, 0.0263, 0.0001, 0.0010, 0.0009, 0.0021, 0.0010, 0.0001, 0.0000, 0.0000, 0.0000, 0.0000, 0.0000, 0.0000, 0.0000, 0.0000, 0.0000, 0.0000, 0.0000, 0.0000, 0.0000, 0.0000, 0.0000, 0.0000, 0.0000, 0.0000, 0.0000, 0.0000, 0.0000, 0.0000, 0.0000, 0.0000, 0.0000, 0.0000, 0.0000, 0.0000, 0.0000, 0.0127, 0.0248, 0.0157, 0.0121, 0.0101, 0.0002, 0.0013, 0.0077, 0.0001, 0.0004, 0.0000, 0.0000, 0.0000, 0.0000, 0.0000, 0.0000, 0.0000, 0.0000, 0.0000, 0.0000, 0.0000, 0.0000, 0.0000, 0.0000, 0.0000, 0.0000, 0.0000, 0.0000, 0.0000, 0.0000]}